# 1
Density functional theory data (the ωB97M-V functional and the def2-TZVPD basis) for one molecule with the formula CH2BrClO at a distorted geometry.

Structure (XYZ):
```
6
Properties=species:S:1:pos:R:3:forces:R:3
C 0.0325 -0.1286 0.5008 0.7878 3.9683 -4.5265
O 0.8510 0.5586 -0.7465 0.7827 -0.2323 6.5584
Cl 0.1252 -1.7990 0.2250 0.2534 -0.5889 0.9266
Br -1.8152 0.5459 0.1781 0.5353 -0.3832 0.4974
H 0.4285 0.5115 1.3112 -0.0311 -1.5264 0.0127
H 0.3781 0.3116 -1.4687 -2.3281 -1.2375 -3.4686
```
Positions in Å, forces in eV/Å.

Total charge: 0
E (Eh): -3148.69453
LUMO level (eV): 0.40
HOMO (eV): -10.56
SMILES: O[C@H](Cl)Br

How is the electron density shared among the atoms? According to natural (NBO), the charges in e are:
1 C -0.07
2 O -0.72
3 Cl 0.09
4 Br 0.00
5 H 0.25
6 H 0.45

---

# 2
Density functional theory data (the ωB97M-V functional and the def2-TZVPD basis) for a 2-piece molecular cluster, CH2BrF2P overall at a distorted geometry.

Structure (XYZ):
```
7
Properties=species:S:1:pos:R:3:forces:R:3
C 0.1758 0.7566 0.1360 -0.1673 -2.0244 2.5977
F -0.4570 1.3786 1.1982 0.6853 0.0462 0.4042
F 1.4928 0.9719 0.1269 0.8771 0.9931 0.2127
P 0.1399 -1.1095 0.5631 1.7817 -0.1824 -3.7462
Br -1.8394 -1.5970 -0.0830 -1.6021 -0.2816 -0.0116
H -0.2974 1.2109 -0.6480 -0.9112 0.4794 -2.7516
H 0.7853 -1.6116 -1.2932 -0.6635 0.9698 3.2947
```
Positions in Å, forces in eV/Å.

Total charge: 0
E (Eh): -3154.32603
LUMO level (eV): -0.59
HOMO (eV): -9.77

How is the electron density shared among the atoms? According to natural (NBO), the charges in e are:
1 C 0.30
2 F -0.36
3 F -0.33
4 P 0.47
5 Br -0.20
6 H 0.15
7 H -0.04

---

# 3
Density functional theory data (the ωB97M-V functional and the def2-TZVPD basis) for a 2-piece molecular cluster, CH2BrI overall at a distorted geometry.

Structure (XYZ):
```
5
Properties=species:S:1:pos:R:3:forces:R:3
C -0.0375 -0.5349 0.0655 1.2363 0.6858 -3.6994
Br -0.8547 -2.0868 0.3085 -0.6114 -1.3862 1.1234
I 2.6960 -1.1363 -0.8811 -1.0580 0.2189 0.2741
H 0.6491 0.0495 0.6155 0.0602 0.1715 1.3820
H -0.3286 -0.1651 -0.9361 0.3729 0.3100 0.9199
```
Positions in Å, forces in eV/Å.

Total charge: 0
E (Eh): -2910.92323
LUMO level (alpha / beta) (eV): -1.41 / -2.33
HOMO (alpha / beta) (eV): -9.35 / -9.05

How is the electron density shared among the atoms? According to natural (NBO), the charges in e are:
1 C -0.44
2 Br 0.24
3 I -0.25
4 H 0.24
5 H 0.22

---

# 4
Density functional theory data (the ωB97M-V functional and the def2-TZVPD basis) for a 2-piece molecular cluster, CH2BrIO2S overall at a distorted geometry.

Structure (XYZ):
```
8
Properties=species:S:1:pos:R:3:forces:R:3
C -1.4500 -0.3203 0.1430 0.0057 0.0742 0.0459
O 2.6113 0.8313 -1.4203 0.4111 -0.6603 0.2488
O 1.9584 1.2075 0.8658 0.4929 -0.6381 0.1602
S 2.7040 0.3867 -0.0547 -0.8795 1.4077 -0.3956
Br -3.3336 -0.7154 -0.1744 0.7230 -0.2922 0.1329
I 0.0458 -1.8868 0.2105 -0.8369 0.0820 -0.0847
H -1.3877 0.1787 1.1058 0.0098 -0.0437 -0.1958
H -1.1482 0.3182 -0.6757 0.0739 0.0705 0.0883
```
Positions in Å, forces in eV/Å.

Total charge: 0
E (Eh): -3459.65489
LUMO level (eV): -1.20
HOMO (eV): -10.15

How is the electron density shared among the atoms? According to natural (NBO), the charges in e are:
1 C -0.60
2 O -0.83
3 O -0.84
4 S 1.65
5 Br 0.05
6 I 0.11
7 H 0.23
8 H 0.23

---

# 5
Density functional theory data (the ωB97M-V functional and the def2-TZVPD basis) for one molecule with the formula CH2BrN3 at a distorted geometry.

Structure (XYZ):
```
7
Properties=species:S:1:pos:R:3:forces:R:3
C 1.0986 0.1747 0.0766 0.6370 0.6899 -0.9402
N 0.4805 -1.1227 0.2122 -1.0421 -1.8249 0.5034
N 0.4662 1.2215 -0.0294 -0.9817 -0.5225 0.3913
N -0.6886 -1.1799 -0.1921 1.5702 3.9617 -0.8788
Br 3.0745 -0.0586 -0.0186 -1.1073 0.1158 0.1370
H 0.7673 2.1711 -0.1080 0.9104 0.0717 -0.0089
H -1.1732 -2.0216 -0.0958 0.0135 -2.4917 0.7963
```
Positions in Å, forces in eV/Å.

Total charge: 0
E (Eh): -2777.50207
LUMO level (eV): -0.59
HOMO (eV): -9.73
SMILES: [H]/N=C(Br)/N=N/[H]

How is the electron density shared among the atoms? According to natural (NBO), the charges in e are:
1 C 0.36
2 N -0.19
3 N -0.60
4 N -0.26
5 Br -0.04
6 H 0.40
7 H 0.33

---

# 6
Density functional theory data (the ωB97M-V functional and the def2-TZVPD basis) for a 2-piece molecular cluster, CH2BrN3 overall at a distorted geometry.

Structure (XYZ):
```
7
Properties=species:S:1:pos:R:3:forces:R:3
C 0.8054 1.6925 -0.0614 -0.1227 0.2032 -1.6255
N 1.3209 2.7375 -0.1286 -1.0989 -1.8054 0.1116
N 0.2574 0.4004 0.2112 0.6350 1.4369 0.0352
N -0.5968 -0.5188 -0.2196 0.3702 0.5281 3.5545
Br 2.8884 -0.4045 0.0365 -0.1110 -0.1455 0.0908
H 0.1114 0.5185 1.1853 0.0910 -0.8612 1.3452
H -0.8250 -0.6442 -1.1394 0.2363 0.6441 -3.5117
```
Positions in Å, forces in eV/Å.

Total charge: 0
E (Eh): -2777.41269
LUMO level (alpha / beta) (eV): -1.32 / -3.08
HOMO (alpha / beta) (eV): -10.67 / -9.72

How is the electron density shared among the atoms? According to natural (NBO), the charges in e are:
1 C 0.36
2 N -0.27
3 N -0.38
4 N -0.31
5 Br -0.15
6 H 0.41
7 H 0.34

---

# 7
Density functional theory data (the ωB97M-V functional and the def2-TZVPD basis) for CH2BrNO3 as an isolated structure at a distorted geometry.

Structure (XYZ):
```
8
Properties=species:S:1:pos:R:3:forces:R:3
C -0.4883 0.1969 -0.2692 -1.5151 -1.3825 -4.0176
N 0.1219 0.2821 0.9705 2.7083 -0.6123 5.6063
O 0.7091 -1.0243 1.6018 -0.8215 1.9390 -2.6683
O -0.1740 1.0691 1.8561 -0.5835 -0.4161 -1.3299
O -0.6578 -0.9028 -0.7617 0.2662 2.1866 0.6402
Br 2.4151 1.1092 0.3137 -0.0406 -0.0045 -0.4483
H -0.7529 1.2071 -0.7884 0.4489 -1.5349 1.3248
H 1.3291 -1.2565 0.8610 -0.4628 -0.1753 0.8929
```
Positions in Å, forces in eV/Å.

Total charge: 0
E (Eh): -2893.60426
LUMO level (alpha / beta) (eV): -2.26 / -3.24
HOMO (alpha / beta) (eV): -10.94 / -10.38

How is the electron density shared among the atoms? According to natural (NBO), the charges in e are:
1 C 0.46
2 N 0.24
3 O -0.52
4 O -0.21
5 O -0.45
6 Br -0.20
7 H 0.20
8 H 0.48

---

# 8
Density functional theory data (the ωB97M-V functional and the def2-TZVPD basis) for a 2-piece molecular cluster, CH2BrP overall at a distorted geometry.

Structure (XYZ):
```
5
Properties=species:S:1:pos:R:3:forces:R:3
C -0.5367 0.0508 1.4575 0.6496 -1.4949 -0.7460
P 0.1285 -0.0502 -0.0103 -1.4795 1.7163 -0.2396
Br 1.9237 -0.5113 -3.2031 -0.5598 0.0783 1.0637
H -0.7201 -0.4695 2.4238 0.1935 0.8418 -0.6907
H -0.7954 0.9803 -0.6679 1.1962 -1.1415 0.6126
```
Positions in Å, forces in eV/Å.

Total charge: 0
E (Eh): -2954.45738
LUMO level (alpha / beta) (eV): -4.15 / -4.15
HOMO (alpha / beta) (eV): -8.34 / -8.34

How is the electron density shared among the atoms? According to natural (NBO), the charges in e are:
1 C -0.48
2 P 0.72
3 Br -0.58
4 H 0.24
5 H 0.11

---

# 9
Density functional theory data (the ωB97M-V functional and the def2-TZVPD basis) for one molecule with the formula CH2BrPSi at a distorted geometry.

Structure (XYZ):
```
6
Properties=species:S:1:pos:R:3:forces:R:3
C 1.3229 -0.0239 -0.0099 -2.2604 -1.0952 -1.8776
Si -0.0489 -1.4071 -0.1226 0.6411 3.2423 -0.4804
P -0.4670 -3.5924 -0.0937 0.5948 1.4667 0.1775
Br 3.1580 -0.3372 0.1799 -0.1737 0.1434 0.1457
H 1.0756 1.0014 -0.5785 0.4501 -2.3662 1.6484
H -1.1828 -0.3522 -0.4878 0.7481 -1.3910 0.3864
```
Positions in Å, forces in eV/Å.

Total charge: 0
E (Eh): -3243.97062
LUMO level (alpha / beta) (eV): -2.73 / -2.78
HOMO (alpha / beta) (eV): -7.95 / -7.96

How is the electron density shared among the atoms? According to natural (NBO), the charges in e are:
1 C -0.80
2 Si 0.56
3 P -0.01
4 Br 0.12
5 H 0.25
6 H -0.13

---

# 10
Density functional theory data (the ωB97M-V functional and the def2-TZVPD basis) for one molecule with the formula CH2Cl2.

Structure (XYZ):
```
5
Properties=species:S:1:pos:R:3:forces:R:3
C 0.1281 -0.0334 -0.0736 -0.0837 0.4929 -0.2266
Cl -0.3683 -1.0907 1.2304 -0.0915 -0.2129 0.1417
Cl -1.0264 1.3003 -0.3447 0.1278 -0.1413 0.0643
H 1.0805 0.4085 0.1909 0.0165 -0.0034 -0.0395
H 0.1862 -0.5848 -1.0029 0.0309 -0.1353 0.0601
```
Positions in Å, forces in eV/Å.

Total charge: 0
E (Eh): -959.68027
LUMO level (eV): 1.01
HOMO (eV): -11.07
SMILES: ClCCl

How is the electron density shared among the atoms? According to natural (NBO), the charges in e are:
1 C -0.39
2 Cl -0.01
3 Cl -0.04
4 H 0.22
5 H 0.22

---

# 11
Density functional theory data (the ωB97M-V functional and the def2-TZVPD basis) for CH2Cl2O2P as an isolated structure at a distorted geometry.

Structure (XYZ):
```
8
Properties=species:S:1:pos:R:3:forces:R:3
C 0.1173 -0.4120 -0.0583 -2.1892 1.1260 0.7147
O -1.6715 -2.1695 1.2435 0.5099 0.9054 -0.7286
O -1.9114 -1.9223 -1.3040 0.0708 -0.3046 -2.0527
P -1.4081 -1.4636 -0.0376 -1.3220 1.1035 3.4295
Cl 1.2822 -1.7036 0.1195 1.6659 -0.5161 -0.7461
Cl -2.7593 0.9738 -0.0025 0.6819 -0.9357 0.0820
H 0.2959 0.2475 0.8647 -0.9200 -0.7929 -1.7535
H -0.1137 0.1371 -1.0292 1.5028 -0.5855 1.0546
```
Positions in Å, forces in eV/Å.

Total charge: -1
E (Eh): -1451.66239
LUMO level (eV): 3.27
HOMO (eV): -5.33

How is the electron density shared among the atoms? According to natural (NBO), the charges in e are:
1 C -0.81
2 O -1.08
3 O -1.08
4 P 2.26
5 Cl -0.04
6 Cl -0.80
7 H 0.27
8 H 0.28

---

# 12
Density functional theory data (the ωB97M-V functional and the def2-TZVPD basis) for CH2Cl3N as an isolated structure at a distorted geometry.

Structure (XYZ):
```
7
Properties=species:S:1:pos:R:3:forces:R:3
C 0.7403 -0.0877 0.0158 -3.7258 0.1911 -1.1107
N -1.2153 0.0949 0.4951 3.5896 -0.1091 0.2897
Cl 1.2736 -1.7333 0.1819 -0.3333 0.0373 1.0847
Cl 0.9451 0.2093 -1.7378 -0.3763 0.6136 0.2986
Cl 1.5136 1.1142 0.9576 -0.0140 -0.1658 0.2937
H -1.5262 0.9901 0.1187 0.6445 0.1482 -0.2326
H -1.7311 -0.5875 -0.0313 0.2154 -0.7152 -0.6233
```
Positions in Å, forces in eV/Å.

Total charge: 0
E (Eh): -1474.54593
LUMO level (eV): -0.04
HOMO (eV): -10.05

How is the electron density shared among the atoms? According to natural (NBO), the charges in e are:
1 C -0.08
2 N -0.79
3 Cl 0.07
4 Cl 0.01
5 Cl 0.10
6 H 0.34
7 H 0.34